# 1
{"formula": "C5H14", "method": "ωB97M-V/def2-TZVPD", "elements": ["C", "C", "C", "H", "H", "H", "H", "H", "H", "H", "H", "C", "C", "H", "H", "H", "H", "H", "H"], "xyz": [[-0.620, -1.020, 0.281], [0.440, -1.000, 1.471], [-1.761, -1.997, 0.581], [0.025, -1.231, -0.568], [-0.984, -0.008, 0.111], [0.036, -0.332, 2.225], [0.458, -2.016, 1.766], [-1.933, -2.666, -0.258], [1.385, -0.623, 1.108], [-2.644, -1.375, 0.746], [-1.655, -2.577, 1.496], [0.404, 2.479, -1.251], [1.488, 1.403, -1.044], [-0.467, 2.209, -0.655], [0.722, 3.451, -0.953], [0.124, 2.577, -2.300], [1.441, 1.156, 0.013], [2.482, 1.851, -1.123], [1.356, 0.570, -1.724]], "forces_ev_per_angstrom": [[1.8, 0.2, 1.2], [-1.9, 1.1, -1.6], [-0.3, 0.9, -0.4], [-0.6, -0.5, -0.5], [-0.2, 0.0, 0.0], [0.2, -0.2, 0.5], [0.6, -0.9, 0.8], [-0.2, -0.1, 0.0], [0.3, -0.1, 0.2], [-0.3, -0.4, -0.2], [0.4, -0.1, -0.1], [-0.1, -0.9, -0.5], [0.0, 1.5, 0.6], [-0.2, 0.1, -0.2], [0.4, 0.7, 0.5], [-0.2, -0.1, 0.0], [0.0, -0.7, -0.1], [0.0, -0.2, -0.6], [0.1, -0.3, 0.2]], "e_lumo_ev": 1.16, "fmax_ha_per_bohr": 0.053, "de_lowest_kj_mol": 58.0, "orbital_gap_ev": 12.25}

***

# 2
{"formula": "H2NO3S", "method": "ωB97M-V/def2-TZVPD", "elements": ["N", "O", "O", "O", "S", "H", "H"], "xyz": [[1.138, -0.162, -0.234], [-0.849, -0.343, 1.240], [-0.661, 1.936, 0.083], [-1.216, -0.182, -1.220], [-0.531, 0.304, -0.018], [1.258, -0.446, 0.753], [0.860, -1.107, -0.604]], "forces_ev_per_angstrom": [[-1.4, -1.4, 0.5], [-0.4, -0.3, 0.3], [1.0, -5.9, -0.3], [0.6, -0.1, 0.8], [-1.4, 6.4, -0.7], [0.7, 0.5, -0.4], [0.8, 0.8, -0.2]], "e_lumo_ev": 4.03, "charge": -1, "fmax_ha_per_bohr": 0.127, "de_lowest_kj_mol": 93.9, "orbital_gap_ev": 8.68}

***

# 3
{"formula": "C36H34Cl2IN6O5SZr", "method": "ωB97M-V/def2-TZVPD", "elements": ["Zr", "C", "C", "N", "C", "C", "C", "O", "C", "C", "N", "C", "C", "C", "C", "C", "C", "I", "C", "O", "H", "H", "H", "H", "H", "H", "H", "H", "H", "H", "H", "H", "C", "C", "N", "C", "C", "C", "S", "N", "C", "O", "C", "C", "C", "C", "C", "C", "H", "H", "H", "H", "H", "H", "H", "H", "H", "H", "H", "H", "H", "H", "H", "O", "C", "C", "C", "C", "O", "N", "H", "H", "H", "H", "Cl", "C", "C", "C", "C", "C", "Cl", "C", "N", "H", "H", "H"], "xyz": [[0.344, -0.496, 0.078], [-4.059, -1.046, -1.603], [-3.863, -1.324, -0.149], [-4.790, -1.954, 0.523], [-4.596, -2.192, 1.843], [-3.502, -1.762, 2.543], [-3.428, -2.061, 4.016], [-3.500, -0.887, 4.831], [-2.478, -1.075, 1.835], [-1.350, -0.559, 2.627], [-0.235, -0.067, 2.215], [0.773, 0.240, 3.213], [0.851, -0.511, 4.374], [1.825, -0.266, 5.327], [2.750, 0.742, 5.122], [2.699, 1.486, 3.953], [1.728, 1.231, 2.997], [1.773, 2.370, 1.270], [-2.630, -0.904, 0.457], [-1.720, -0.359, -0.291], [-5.121, -1.097, -1.838], [-3.523, -1.794, -2.193], [-3.654, -0.072, -1.873], [-5.380, -2.741, 2.351], [-2.487, -2.548, 4.280], [-4.238, -2.749, 4.275], [-4.203, -0.335, 4.472], [-1.525, -0.567, 3.701], [0.180, -1.348, 4.511], [1.869, -0.887, 6.211], [3.527, 0.933, 5.850], [3.431, 2.259, 3.766], [1.689, 4.182, -2.197], [0.279, 4.751, -2.228], [-0.503, 4.463, -1.028], [-0.693, 5.571, -0.095], [0.600, 6.184, 0.415], [-1.145, 3.282, -0.878], [-2.130, 2.902, 0.430], [-1.092, 2.498, -1.997], [-0.442, 1.439, -2.235], [0.477, 0.876, -1.496], [-0.665, 0.783, -3.566], [-0.478, 1.503, -4.738], [-0.644, 0.889, -5.972], [-1.013, -0.448, -6.036], [-1.208, -1.166, -4.863], [-1.025, -0.558, -3.630], [2.213, 4.404, -3.128], [1.674, 3.100, -2.074], [2.268, 4.608, -1.376], [-0.264, 4.358, -3.090], [0.307, 5.837, -2.326], [-1.280, 5.184, 0.735], [-1.296, 6.336, -0.599], [1.190, 5.450, 0.960], [0.363, 7.001, 1.099], [1.218, 6.598, -0.383], [-0.203, 2.549, -4.680], [-0.488, 1.457, -6.880], [-1.144, -0.929, -6.997], [-1.499, -2.208, -4.900], [-1.176, -1.130, -2.721], [-1.240, -3.110, -1.396], [-0.701, -3.492, -0.372], [-0.627, -4.954, 0.028], [0.212, -4.939, 1.292], [0.385, -3.461, 1.604], [0.832, -3.045, 2.650], [-0.086, -2.679, 0.556], [-0.206, -5.524, -0.799], [-1.645, -5.311, 0.194], [1.206, -5.370, 1.162], [-0.251, -5.429, 2.148], [4.938, -0.590, 1.988], [4.654, -1.309, 0.417], [5.725, -1.856, -0.263], [5.552, -2.439, -1.513], [4.276, -2.456, -2.065], [3.240, -1.899, -1.352], [1.622, -1.918, -2.057], [3.329, -1.289, -0.077], [2.248, -0.776, 0.521], [6.703, -1.822, 0.198], [6.389, -2.867, -2.046], [4.087, -2.889, -3.038]], "forces_ev_per_angstrom": [[2.6, -0.1, 0.4], [-0.1, -0.1, -0.1], [0.2, 0.0, 0.1], [-0.1, -0.1, 0.2], [0.0, 0.1, -0.1], [0.0, -0.1, 0.0], [0.0, 0.1, 0.0], [0.0, -0.1, 0.0], [0.4, 0.2, 0.8], [-0.7, 0.0, -0.2], [0.4, -0.1, 0.4], [-0.4, 0.0, -0.6], [0.0, -0.2, 0.3], [-0.1, 0.0, -0.1], [0.0, 0.0, 0.0], [0.0, 0.0, 0.0], [0.0, 0.0, 0.2], [-0.2, 0.3, 0.0], [0.2, 0.4, -0.4], [-0.8, -0.3, 0.2], [0.0, 0.0, 0.0], [0.0, 0.0, 0.0], [0.0, 0.0, 0.0], [0.0, 0.0, 0.0], [0.0, 0.0, 0.0], [0.0, 0.0, 0.0], [0.0, 0.0, 0.0], [0.0, 0.0, 0.0], [0.0, 0.0, 0.0], [0.0, 0.0, 0.0], [0.0, 0.0, 0.0], [0.0, 0.0, 0.0], [0.1, 0.0, 0.0], [-0.2, 0.0, -0.1], [0.3, 0.3, 0.4], [-0.1, -0.1, 0.0], [0.0, 0.0, 0.0], [-0.3, 0.1, -0.2], [0.2, -0.1, 0.0], [-0.3, 0.4, 0.1], [0.4, -0.6, -0.4], [-0.5, 0.2, 0.3], [0.0, 0.0, 0.1], [-0.1, 0.0, 0.0], [0.0, 0.0, 0.0], [0.0, 0.0, 0.0], [0.0, 0.0, 0.0], [0.0, 0.0, 0.0], [0.0, 0.0, 0.0], [0.0, 0.0, 0.0], [0.0, 0.0, 0.0], [0.0, 0.0, 0.0], [0.0, 0.0, 0.0], [0.0, 0.0, 0.0], [0.0, 0.0, 0.0], [0.0, -0.1, 0.0], [0.0, 0.0, 0.0], [0.0, 0.0, 0.0], [0.0, 0.0, 0.0], [0.0, 0.0, 0.0], [0.0, 0.0, 0.0], [0.0, 0.0, 0.0], [0.0, 0.0, 0.0], [0.0, 0.2, -0.1], [0.1, 0.2, 0.1], [0.0, -0.1, 0.1], [0.0, -0.1, 0.0], [-0.3, 0.4, -0.2], [0.0, 0.1, 0.1], [-0.3, -0.7, -0.2], [0.0, 0.0, 0.0], [0.0, 0.0, 0.0], [0.0, 0.0, 0.0], [0.0, 0.0, 0.0], [0.0, 0.0, -0.1], [0.3, 0.1, 0.3], [0.0, 0.0, 0.0], [-0.1, 0.0, 0.0], [0.1, 0.0, 0.1], [-0.3, -0.2, -0.4], [0.3, -0.2, -0.1], [-0.4, 0.2, 0.4], [-0.6, -0.2, -1.0], [0.0, 0.0, 0.0], [0.0, 0.0, 0.0], [0.0, 0.0, 0.0]], "e_lumo_ev": 1.90, "charge": -1, "fmax_ha_per_bohr": 0.051, "de_lowest_kj_mol": 171.9, "orbital_gap_ev": 6.16}

***

Repeat the first record exactly.
{"formula": "C5H14", "method": "ωB97M-V/def2-TZVPD", "elements": ["C", "C", "C", "H", "H", "H", "H", "H", "H", "H", "H", "C", "C", "H", "H", "H", "H", "H", "H"], "xyz": [[-0.620, -1.020, 0.281], [0.440, -1.000, 1.471], [-1.761, -1.997, 0.581], [0.025, -1.231, -0.568], [-0.984, -0.008, 0.111], [0.036, -0.332, 2.225], [0.458, -2.016, 1.766], [-1.933, -2.666, -0.258], [1.385, -0.623, 1.108], [-2.644, -1.375, 0.746], [-1.655, -2.577, 1.496], [0.404, 2.479, -1.251], [1.488, 1.403, -1.044], [-0.467, 2.209, -0.655], [0.722, 3.451, -0.953], [0.124, 2.577, -2.300], [1.441, 1.156, 0.013], [2.482, 1.851, -1.123], [1.356, 0.570, -1.724]], "forces_ev_per_angstrom": [[1.8, 0.2, 1.2], [-1.9, 1.1, -1.6], [-0.3, 0.9, -0.4], [-0.6, -0.5, -0.5], [-0.2, 0.0, 0.0], [0.2, -0.2, 0.5], [0.6, -0.9, 0.8], [-0.2, -0.1, 0.0], [0.3, -0.1, 0.2], [-0.3, -0.4, -0.2], [0.4, -0.1, -0.1], [-0.1, -0.9, -0.5], [0.0, 1.5, 0.6], [-0.2, 0.1, -0.2], [0.4, 0.7, 0.5], [-0.2, -0.1, 0.0], [0.0, -0.7, -0.1], [0.0, -0.2, -0.6], [0.1, -0.3, 0.2]], "e_lumo_ev": 1.16, "fmax_ha_per_bohr": 0.053, "de_lowest_kj_mol": 58.0, "orbital_gap_ev": 12.25}